58
Properties=species:S:1:pos:R:3:forces:R:3:lowdin_charge:R:1 method="wB97M-V/def2-TZVPD" spin_multiplicity=2 largest_force_ev_per_a=0.60 molar_mass_g_mol=620.5 de_lowest_kcal_mol=10.7 orbital_gap_ev="6.584 / 6.529"
Cr -0.34254 -0.90038 -0.29029 0.33 0.32 0.39 0.78
O -0.46157 -0.51920 4.12279 0.03 0.00 -0.08 -0.26
As 0.14438 -1.69265 2.93091 0.05 0.28 0.24 0.95
O -0.42099 -3.13597 3.37803 0.01 -0.13 -0.02 -0.42
O -0.52640 -0.98541 1.52166 -0.28 -0.16 -0.26 -0.49
C 2.00996 -1.16217 3.00004 0.03 -0.01 -0.05 -0.23
C 2.44605 -0.53865 4.16325 -0.02 0.00 0.00 -0.08
C 3.75703 -0.09088 4.26927 0.01 0.00 0.00 -0.07
C 4.63716 -0.25222 3.21260 -0.01 0.00 0.01 -0.06
C 4.21110 -0.87282 2.04622 0.05 -0.01 -0.02 -0.05
C 2.90813 -1.32653 1.94467 -0.10 -0.06 0.02 -0.27
S 2.39051 -2.14165 0.44936 0.14 -0.08 0.05 0.51
O 1.48968 -3.17272 0.89285 0.02 0.04 0.04 -0.30
O 3.57402 -2.49677 -0.27753 0.00 -0.01 0.01 -0.28
O 1.64691 -1.04431 -0.28137 -0.21 0.00 -0.17 -0.43
H -1.10114 -0.99891 4.66413 0.02 -0.04 0.01 0.04
H 1.75676 -0.39410 4.98216 -0.01 -0.01 0.00 0.10
H 4.08616 0.38340 5.18460 0.00 0.00 0.00 0.11
H 5.65901 0.09397 3.29640 0.00 0.00 0.00 0.11
H 4.88449 -1.03317 1.21467 -0.01 0.00 0.00 0.12
C 0.46022 0.46664 -4.31856 -0.01 0.01 -0.02 -0.02
C -0.80366 0.77088 -4.79583 0.01 0.00 0.01 -0.03
C -1.90341 0.59731 -3.97127 0.01 0.00 0.03 0.01
C -1.70571 0.13404 -2.67976 0.12 0.02 -0.09 -0.18
N -0.47387 -0.13606 -2.22281 -0.07 0.06 -0.09 0.03
C 0.58253 0.00851 -3.01971 0.03 -0.01 0.05 -0.06
C -2.79293 -0.13528 -1.71552 -0.11 -0.03 0.09 -0.18
C -4.13932 0.04822 -1.99074 0.04 -0.01 0.00 0.01
C -5.07088 -0.28856 -1.02266 0.00 0.00 0.02 -0.03
C -4.63526 -0.80376 0.18622 -0.02 0.00 -0.02 -0.02
C -3.27553 -0.95218 0.39396 0.05 -0.01 0.01 -0.06
N -2.38017 -0.61105 -0.53132 -0.16 0.01 -0.02 0.02
H 1.33902 0.56949 -4.93809 0.00 0.00 0.00 0.12
H -0.93709 1.12874 -5.80789 0.00 0.00 0.00 0.12
H -2.89696 0.81023 -4.33603 -0.01 0.00 0.01 0.11
H 1.53500 -0.27056 -2.58721 -0.02 -0.01 -0.02 0.12
H -4.46109 0.43459 -2.94618 0.00 0.00 -0.01 0.11
H -6.12694 -0.15908 -1.21739 0.00 0.00 0.00 0.12
H -5.33104 -1.09556 0.95928 0.00 0.00 0.00 0.12
H -2.86252 -1.34840 1.31242 -0.01 0.00 0.00 0.12
C 2.31205 1.97156 -0.59324 0.01 -0.01 0.02 -0.05
C 1.37753 1.71040 0.56647 -0.01 0.07 0.01 -0.21
O 0.08158 1.24900 0.12599 0.14 -0.10 -0.17 -0.26
C -0.99385 2.13145 0.45719 -0.04 -0.01 0.03 -0.23
C -1.15794 3.22379 -0.58057 0.02 0.00 0.00 -0.04
H 3.25520 2.36266 -0.20661 0.00 0.00 0.00 0.09
H 1.89248 2.70888 -1.27979 -0.01 -0.01 -0.02 0.08
H 2.52833 1.05042 -1.12935 0.00 0.03 0.03 0.06
H 1.22527 2.62808 1.13810 -0.02 -0.01 0.03 0.13
H 1.78109 0.95578 1.23838 0.01 0.00 -0.01 0.10
H -0.81258 2.55418 1.44794 0.00 -0.03 0.02 0.13
H -1.88945 1.51969 0.53499 0.00 0.00 -0.03 0.11
H -0.27365 3.86120 -0.62394 0.00 0.00 0.00 0.08
H -2.01498 3.85142 -0.33148 0.00 0.00 0.00 0.08
H -1.31896 2.79530 -1.57181 0.00 0.00 0.01 0.07
S -1.27563 -5.16192 -1.91871 -0.03 -0.09 -0.02 0.60
C -0.91879 -3.69790 -1.40120 0.02 0.20 -0.08 -0.90
N -0.66680 -2.60098 -1.04769 0.01 -0.21 0.09 -0.03